Molecular formula: C18H20N2O5
Method: DFT, the ωB97M-V functional and the def2-TZVPD basis

```
45
Properties=species:S:1:pos:R:3:lowdin_charge:R:1
C 2.18153 3.18159 -0.98152 -0.0744
O 1.21758 2.15421 -0.91464 -0.0653
C 1.59484 0.84357 -0.90561 -0.1886
C 0.60073 -0.04495 -1.30360 0.0540
C 0.80684 -1.41438 -1.33896 -0.2078
C -0.31868 -2.35351 -1.69725 -0.1527
N -1.12002 -2.69075 -0.53328 0.0185
C -2.01963 -1.79682 0.02540 -0.2761
C -2.25617 -1.83700 1.40317 -0.0317
C -3.19101 -1.01097 1.98851 -0.0010
C -3.92626 -0.11966 1.21978 -0.2117
C -3.72793 -0.09674 -0.16100 -0.1980
C -2.77968 -0.92230 -0.74580 0.0468
O -4.45394 0.72666 -0.98887 -0.0267
C -5.59190 1.27596 -0.36540 -0.1536
C -5.23475 1.78702 1.03029 -0.1594
O -4.82626 0.71699 1.84829 -0.0371
C 2.04697 -1.90480 -0.95976 -0.0378
C 3.04737 -1.04206 -0.55103 -0.0050
C 2.84248 0.33089 -0.50838 -0.1835
O 3.80231 1.21891 -0.06301 -0.0881
C 5.11274 0.74469 0.13280 -0.1035
C 5.29107 -0.11557 1.39039 -0.5549
N 4.37278 0.12854 2.34395 0.1918
O 6.19678 -0.90786 1.50752 0.0614
H 1.61903 4.08577 -1.21425 0.0938
H 2.70530 3.31448 -0.03232 0.0877
H 2.91200 2.99650 -1.77269 0.0996
H -0.34998 0.37752 -1.58691 0.1244
H 0.08538 -3.28869 -2.09536 0.1206
H -0.96383 -1.90785 -2.45354 0.1111
H -0.57558 -3.17256 0.17112 0.1253
H -1.69309 -2.52440 2.01780 0.1067
H -3.36404 -1.03280 3.05258 0.1196
H -2.67363 -0.86668 -1.81625 0.1182
H -5.93842 2.08628 -1.00888 0.1310
H -6.37745 0.51228 -0.27762 0.1387
H -6.09830 2.24140 1.51870 0.1309
H -4.42638 2.52744 0.94454 0.1382
H 2.24195 -2.96665 -0.97923 0.1130
H 3.99544 -1.45529 -0.24519 0.1108
H 5.48508 0.19128 -0.73683 0.1416
H 5.72684 1.64298 0.25730 0.1443
H 4.39968 -0.39004 3.20510 0.1198
H 3.62219 0.77736 2.17993 0.1086
```

charge: 0
E_LUMO: 0.7 eV
SMILES: COc1cc(CNc2ccc3c(c2)OCCO3)ccc1OCC(N)=O
energy above the lowest of the compared OMol25 structures with the same formula, charge and spin: 50.4 kcal/mol
frontier orbital gap: 8.0139 eV